C23H27AsGaN5O | ωB97M-V/def2-TZVPD

XYZ file:
```
58
Properties=species:S:1:pos:R:3:lowdin_charge:R:1
Ga 0.53110 -1.22863 0.63061 0.436
C -4.11969 3.53833 2.24560 -0.090
C -2.87520 2.78999 2.12766 -0.308
C -1.82728 3.44997 1.41585 -0.034
C -0.65152 2.77736 1.16298 -0.041
C -0.47626 1.40875 1.41045 -0.172
N 0.54027 0.66862 0.79407 -0.008
C 0.97746 1.13535 -0.41077 -0.304
C 0.12757 1.79482 -1.29038 -0.079
C 0.67293 2.57165 -2.26452 -0.075
C 2.08067 2.70399 -2.41320 -0.302
C 2.67695 3.49929 -3.55409 -0.076
C 2.92537 1.89132 -1.69647 0.008
C 2.39798 1.02309 -0.65725 -0.115
N 3.17285 0.06586 0.00675 -0.057
C 4.57386 0.05390 0.12487 -0.115
C 4.93142 -0.83351 1.06739 -0.119
C 3.71849 -1.44518 1.55852 -0.171
N 2.65831 -0.99434 0.83127 -0.052
C -1.50831 0.81134 2.24279 -0.118
C -2.62282 1.53149 2.72277 0.018
N -1.39726 -0.55943 2.60801 -0.028
C -2.35200 -1.39095 3.07064 -0.059
C -1.82325 -2.67347 3.35599 -0.049
C -0.47125 -2.55312 3.03589 -0.142
N -0.14672 -1.30585 2.51181 0.032
H -4.88076 3.09033 2.88996 0.077
H -3.89985 4.52288 2.60825 0.069
H -4.58059 3.62802 1.21619 0.105
H -2.08523 4.42476 0.97869 0.122
H 0.15713 3.35117 0.71739 0.128
H -0.93009 1.74434 -1.16140 0.117
H 0.00324 3.18866 -2.86448 0.105
H 3.73125 3.73306 -3.44973 0.063
H 2.51606 2.92017 -4.52459 0.099
H 2.14710 4.45133 -3.69466 0.069
H 4.01374 1.95367 -1.84267 0.101
H 5.23787 0.68961 -0.47000 0.102
H 5.92179 -1.12880 1.35551 0.081
H 3.55574 -2.09801 2.44039 0.095
H -3.30697 1.13285 3.51723 0.123
H -3.31974 -1.04074 3.36500 0.109
H -2.34043 -3.52824 3.80988 0.103
H 0.35658 -3.23728 3.26468 0.119
O -0.75583 -1.94068 -0.62334 -0.494
C -0.21272 -2.23755 -3.44379 -0.178
As -0.87739 -2.99629 -1.76107 0.971
C 0.00871 -4.72030 -1.40473 -0.209
C -2.82592 -3.31694 -1.66688 -0.191
H 0.09153 -2.97316 -4.23097 0.052
H 0.64316 -1.60076 -3.13219 0.047
H -1.04644 -1.64564 -3.75938 0.017
H -0.56631 -5.24388 -0.61770 0.036
H 0.97999 -4.50211 -0.97843 0.013
H -0.03218 -5.27428 -2.39133 0.053
H -3.12994 -3.82753 -2.57535 0.021
H -3.26621 -2.32545 -1.48193 0.036
H -3.02094 -3.92385 -0.72578 0.059
```

Results
* M: 534.148 g mol⁻¹
* relative energy (zero: lowest compared OMol25 entry of this formula, charge and spin): 25.1 kcal per mole
* gap between HOMO and LUMO (spin up / spin down): 3.447 / 4.637 eV
* highest occupied orbital energy (spin up / spin down): -3.3 / -4.4 eV
* LUMO (spin up / spin down): 0.142 / 0.245 eV

***

C23H27AsN4NiO4SeSi | ωB97M-V/def2-TZVPD

XYZ file:
```
62
Properties=species:S:1:pos:R:3:lowdin_charge:R:1
Ni 0.15795 -0.22893 1.03686 0.153
C 3.86251 -3.88926 -2.17055 -0.132
C 4.52728 -3.40703 -1.05140 -0.124
C 4.10244 -2.23258 -0.43873 -0.136
C 3.00414 -1.50541 -0.91227 -0.336
C 2.34270 -2.02549 -2.03210 -0.115
C 2.76527 -3.18981 -2.65887 -0.112
Si 2.35051 0.03684 0.02256 0.676
C 2.51834 1.44720 -1.26169 -0.344
C 3.48560 2.45383 -1.17775 -0.132
C 3.52051 3.51385 -2.07680 -0.121
C 2.58999 3.58707 -3.10613 -0.128
C 1.62467 2.59427 -3.21925 -0.117
C 1.58761 1.55091 -2.30242 -0.141
H 4.18831 -4.80439 -2.65188 0.083
H 5.38138 -3.94493 -0.65370 0.086
H 4.63997 -1.86559 0.42992 0.081
H 1.46238 -1.51737 -2.41425 0.085
H 2.22581 -3.56161 -3.52296 0.091
H 3.52047 0.30994 0.92646 -0.038
H 4.21869 2.41170 -0.37903 0.086
H 4.27546 4.28606 -1.97352 0.087
H 2.61303 4.41175 -3.80949 0.084
H 0.88660 2.64267 -4.01304 0.095
H 0.79810 0.80752 -2.37979 0.085
N -4.22573 -3.52235 -2.06072 0.035
C -3.52846 -2.59260 -2.05865 -0.468
N -2.78877 -1.50629 -2.17692 0.024
C -1.92060 -1.20679 -1.25582 -0.352
N -1.07528 -0.87365 -0.52986 0.104
C 0.58106 3.68515 0.86322 -0.269
As -0.65858 2.18977 0.72072 1.186
C -1.94508 2.72150 2.07789 -0.279
C -1.64047 2.71114 -0.94044 -0.302
C -2.30673 4.04274 -0.89968 -0.306
C -3.62956 4.18100 -0.47602 -0.065
C -4.23431 5.42704 -0.40620 -0.103
C -3.52991 6.57082 -0.75973 -0.124
C -2.21400 6.44928 -1.18623 -0.104
C -1.61233 5.20112 -1.25589 -0.063
H 0.04624 4.62906 0.97625 0.018
H 1.22785 3.72143 -0.01443 0.006
H 1.18135 3.48118 1.74980 0.025
H -2.29668 3.74033 1.91073 0.018
H -1.44690 2.64094 3.04426 0.008
H -2.77534 2.01762 2.07669 0.032
H -2.35094 1.90416 -1.12538 0.067
H -0.88722 2.68360 -1.72782 0.048
H -4.18310 3.29348 -0.19158 0.114
H -5.26148 5.50527 -0.06995 0.093
H -4.00073 7.54470 -0.70260 0.086
H -1.65109 7.33222 -1.46669 0.092
H -0.58443 5.11188 -1.59013 0.107
N 0.53997 -2.17175 1.76320 0.024
H 0.81003 -2.05306 2.74842 0.010
H 1.20774 -2.73688 1.25395 0.042
H -0.36741 -2.62196 1.75423 0.052
O -0.82766 1.09677 5.00214 -0.513
Se -0.12451 0.19271 3.85617 0.704
O 0.96044 1.02899 2.91953 -0.575
O -1.22041 -0.26880 2.67860 -0.558
O 0.58670 -1.15606 4.45206 -0.529
```

Results
* M: 664.154 g mol⁻¹
* relative energy (zero: lowest compared OMol25 entry of this formula, charge and spin): 0.0 kcal per mole
* gap between HOMO and LUMO (spin up / spin down): 5.763 / 6.906 eV
* total charge: -2
* spin multiplicity: 3
* highest occupied orbital energy (spin up / spin down): -1.4 / -2.6 eV
* LUMO (spin up / spin down): 4.316 / 4.315 eV

***

C23H27Cl5FeN6SSi | ωB97M-V/def2-TZVPD

XYZ file:
```
64
Properties=species:S:1:pos:R:3:lowdin_charge:R:1
Fe 0.93211 0.12519 1.35522 0.225
N 1.61842 1.68032 5.27142 0.049
C 1.32517 1.41068 3.94203 -0.797
S 1.33609 -0.28104 3.45496 0.749
N 1.03514 2.36006 3.14731 -0.013
N 0.61569 1.99158 1.87225 -0.144
C 0.13844 3.09289 1.25517 -0.107
C -0.77069 3.24713 0.18897 -0.287
C -0.95545 4.56226 -0.33215 -0.043
C -1.86075 4.79616 -1.32631 -0.087
C -2.62444 3.72189 -1.82183 -0.086
C -2.40269 2.48010 -1.26724 -0.174
N -1.51697 2.21164 -0.30506 0.048
H 2.32220 1.07855 5.67223 0.069
H 1.80205 2.66058 5.43348 0.087
H 0.45097 4.02031 1.72492 0.107
H -0.36113 5.36988 0.07592 0.109
H -1.99450 5.79522 -1.72049 0.103
H -3.36676 3.85596 -2.59499 0.093
H -2.98204 1.62854 -1.61645 0.087
Cl 3.72545 0.36679 0.87233 0.733
C 3.21182 -1.25762 0.49272 -0.665
C 1.89052 -1.60371 0.80100 -0.293
C 1.60107 -2.87880 0.50351 -0.070
Cl 1.51254 -1.95345 -3.02433 0.278
C 2.38897 -3.83091 -0.07610 -0.716
Cl 1.80097 -5.42383 -0.39521 0.688
C 3.69010 -3.45153 -0.39706 -0.719
Cl 4.76606 -4.56511 -1.13938 0.691
C 4.10248 -2.14530 -0.10095 -0.702
Cl 5.70455 -1.64773 -0.48075 0.689
C -2.06083 -0.30074 2.60014 -0.193
Si -0.87913 -1.48439 1.76471 0.619
C -0.56675 -3.01466 2.77405 -0.185
C -1.56276 -1.91612 0.06963 -0.271
C -2.41680 -0.99816 -0.55579 -0.119
C -2.97217 -1.26964 -1.79968 -0.093
C -2.68920 -2.46807 -2.44313 -0.079
C -1.87048 -3.40144 -1.82497 -0.078
C -1.32446 -3.12998 -0.57923 -0.098
H -3.06932 -0.72740 2.58011 0.045
H -2.07794 0.66846 2.09829 0.019
H -1.76447 -0.14761 3.63829 0.032
H -1.55682 -3.38185 3.06643 0.049
H -0.00418 -2.79670 3.67916 0.016
H -0.06383 -3.80657 2.21938 0.023
H -2.64698 -0.05997 -0.06309 0.076
H -3.64271 -0.55350 -2.26090 0.096
H -3.11739 -2.67910 -3.41446 0.105
H -1.64850 -4.34164 -2.31277 0.109
H -0.70206 -3.88385 -0.11367 0.069
N 0.18635 0.66887 -3.41538 -0.018
C 0.87497 1.73963 -2.67055 -0.209
C 1.49849 1.18932 -1.39511 -0.240
N 0.53769 0.38345 -0.60356 -0.022
H 0.06601 0.92045 -4.38894 0.105
H -0.74073 0.50491 -3.03249 0.082
H 0.94048 -0.72084 -3.27829 -0.225
H 0.19611 2.56257 -2.43569 0.098
H 1.67279 2.13531 -3.29995 0.124
H 1.86523 2.01271 -0.78362 0.097
H 2.34106 0.54475 -1.64376 0.086
H 0.44083 -0.52758 -1.04644 0.038
H -0.37786 0.86274 -0.59391 0.039
```

Results
* M: 680.774 g mol⁻¹
* relative energy (zero: lowest compared OMol25 entry of this formula, charge and spin): 39.7 kcal per mole
* gap between HOMO and LUMO (spin up / spin down): 5.341 / 7.024 eV
* spin multiplicity: 5
* highest occupied orbital energy (spin up / spin down): -5.8 / -7.9 eV
* LUMO (spin up / spin down): -0.496 / -0.910 eV

***

C23H27ClCoN3O4 | ωB97M-V/def2-TZVPD

XYZ file:
```
59
Properties=species:S:1:pos:R:3:lowdin_charge:R:1
Co -0.13618 -0.08771 -0.10583 0.753
C 1.82595 2.40170 0.82184 -0.057
N 0.96624 1.98204 -0.28983 -0.202
C 1.78263 1.85202 -1.50816 -0.201
C 2.90971 0.83613 -1.42240 -0.149
C 2.46392 -0.61085 -1.54530 -0.191
N 1.63554 -1.06533 -0.44682 0.025
C 2.05208 -2.02619 0.28612 -0.060
C 1.28682 -2.73237 1.26360 -0.157
C 1.93012 -3.60380 2.15059 -0.040
C 1.22127 -4.33258 3.07367 -0.095
C -0.17235 -4.21529 3.10094 -0.086
C -0.82687 -3.37331 2.23675 -0.025
C -0.12299 -2.58108 1.30291 -0.338
O -0.77079 -1.79772 0.49858 -0.081
C -0.04893 3.01816 -0.54453 -0.192
C -1.10823 3.22668 0.54445 -0.135
C -1.92199 1.97088 0.91444 -0.182
N -1.82476 1.02199 -0.16989 -0.017
C -2.84058 0.80494 -0.92103 -0.047
C -2.79414 0.16564 -2.19245 -0.138
C -3.97311 0.05749 -2.94986 -0.048
C -3.94748 -0.38209 -4.24759 -0.101
C -2.71499 -0.72724 -4.81979 -0.080
C -1.55168 -0.65712 -4.09585 -0.008
C -1.54141 -0.22476 -2.74542 -0.318
O -0.42284 -0.15193 -2.10357 -0.094
H 2.46267 3.24249 0.51500 0.108
H 2.44543 1.57824 1.16277 0.066
H 1.22038 2.71572 1.66751 0.088
H 2.22945 2.83130 -1.73803 0.126
H 1.11840 1.57881 -2.32896 0.113
H 3.47742 0.95652 -0.49917 0.111
H 3.58708 1.03549 -2.25526 0.121
H 3.35397 -1.24274 -1.62311 0.120
H 1.87235 -0.72185 -2.45749 0.114
H 3.06683 -2.39837 0.12734 0.143
H 3.01114 -3.67800 2.11147 0.115
H 1.73016 -4.98902 3.76593 0.097
H -0.74148 -4.78554 3.82418 0.105
H -1.90258 -3.26282 2.26860 0.116
H -0.54846 2.75451 -1.47803 0.121
H 0.45701 3.98334 -0.69429 0.129
H -1.77697 3.99537 0.15040 0.114
H -0.65258 3.62622 1.45070 0.103
H -2.96436 2.24308 1.10747 0.120
H -1.49963 1.51541 1.80645 0.097
H -3.81150 1.20673 -0.61782 0.140
H -4.90974 0.35273 -2.49004 0.112
H -4.85768 -0.44604 -4.82720 0.098
H -2.68395 -1.05456 -5.85151 0.105
H -0.60493 -0.93382 -4.54192 0.112
Cl -0.68863 -0.73111 4.68290 0.583
C 0.70526 0.27094 4.22981 -0.477
C 1.12021 0.10170 2.74623 -0.690
O 2.29932 -0.14667 2.51627 0.023
O 0.18448 0.33664 1.90834 -0.109
H 1.53539 -0.00690 4.86941 0.072
H 0.41059 1.30391 4.40644 0.071
```

Results
* M: 503.872 g mol⁻¹
* gap between HOMO and LUMO (spin up / spin down): 7.036 / 7.155 eV
* highest occupied orbital energy (spin up / spin down): -7.7 / -7.7 eV
* LUMO (spin up / spin down): -0.687 / -0.569 eV

***

Q: Among the records above, which one has the lowest M?
A: C23H27ClCoN3O4